# F2H22NO19PPt2S2Tl

A structure of composition F2H22NO19PPt2S2Tl at a distorted geometry (ωB97M-V/def2-TZVPD, the OMol25 dataset).

The geometry in XYZ format:
```
50
Properties=species:S:1:pos:R:3:nbo_charge:R:1
Tl -21.4441 7.9922 -24.3198 1.09
Pt -24.5152 6.2056 -29.0732 1.63
Pt -20.4613 5.3049 -29.7262 1.47
N -25.2770 7.0792 -30.7167 -1.16
S -24.8652 8.6349 -31.2100 2.41
O -25.4761 9.6462 -30.4055 -0.82
O -24.5320 8.8859 -32.5620 -0.75
F -23.3859 8.4651 -30.5416 -0.54
S -26.3723 6.8650 -31.8423 2.39
O -25.9149 6.4764 -33.1412 -0.77
O -27.5932 7.6482 -31.6807 -0.78
F -26.8780 5.4177 -31.2615 -0.52
P -22.2529 5.9524 -27.6821 2.52
O -22.3487 6.1475 -29.2267 -1.13
O -20.9618 5.0708 -27.6010 -1.11
O -23.6383 5.4635 -27.2577 -1.07
O -21.9877 7.3620 -26.9839 -1.20
O -21.6266 4.7996 -24.6512 -0.94
H -22.3203 4.1868 -24.3794 0.50
H -21.4736 4.5808 -25.5637 0.46
O -19.5725 9.4607 -26.8667 -0.37
H -19.2419 10.3518 -27.1033 0.52
H -20.2162 9.2543 -27.5967 0.50
O -20.9102 2.5307 -27.0087 -0.95
H -20.9428 3.4456 -27.3322 0.45
H -20.2526 2.0899 -27.5579 0.48
O -26.2881 5.6421 -28.1428 -0.91
H -27.0384 6.1950 -28.4225 0.55
H -26.6881 4.9021 -27.6593 0.57
O -24.2800 8.1594 -27.9869 -0.89
H -23.3710 8.1178 -27.6183 0.51
H -24.8271 8.4904 -27.2574 0.53
O -22.6254 10.1432 -26.1966 -0.96
H -22.1131 10.7487 -25.6459 0.50
H -23.3408 10.6896 -26.5504 0.51
O -24.9733 3.1527 -26.7161 -0.92
H -25.8167 2.9963 -27.1543 0.46
H -24.6166 3.9579 -27.1147 0.45
O -24.0128 6.2848 -24.5166 -0.95
H -23.9183 5.5494 -23.9027 0.49
H -24.0372 5.8747 -25.3801 0.48
O -21.1555 8.9715 -28.8912 -0.89
H -21.7867 8.7040 -28.2155 0.50
H -20.8993 8.1581 -29.3077 0.47
O -19.2265 6.1245 -25.4920 -0.93
H -18.3512 6.0195 -25.8827 0.50
H -19.7608 5.4544 -25.9154 0.48
O -21.5642 3.4729 -30.0226 -0.96
H -21.6095 2.9108 -30.8132 0.55
H -22.3277 3.2123 -29.4863 0.54
```

Spin multiplicity = 5
HOMO level (spin up / spin down) = -18.8 / -18.7 eV
Expectation value of S² = 6.019
Total charge = +3
Gap between HOMO and LUMO (spin up / spin down) = 5.951 / 3.052 eV
LUMO (spin up / spin down) = -12.837 / -15.697 eV

---

# C6H10N

The ion C6H10N with charge +1 at a distorted geometry (ωB97M-V/def2-TZVPD, the OMol25 dataset).

The geometry in XYZ format:
```
17
Properties=species:S:1:pos:R:3:nbo_charge:R:1
C -0.0999 1.0811 -1.0246 -0.43
C 0.8447 -1.0672 0.0498 -0.23
C 1.1040 0.8644 1.1372 -0.14
C -0.3761 -0.1342 -0.3284 0.11
C -0.3147 1.2201 0.4292 0.01
C -1.7033 -0.9080 -0.5190 -0.68
N 1.7750 -0.2801 1.0366 -0.48
H 0.8922 1.3762 -1.4313 0.30
H -0.8831 1.6238 -1.5096 0.26
H 0.7330 -2.0674 0.5023 0.25
H 1.4499 -1.1825 -0.8963 0.23
H -0.8802 1.9290 0.8858 0.26
H 1.4400 1.6812 1.8469 0.25
H -2.4223 -0.7069 -1.3360 0.27
H -2.4278 -0.8042 0.2954 0.27
H -1.7585 -1.9789 -0.6528 0.28
H 2.6271 -0.6463 1.5147 0.47
```

Spin multiplicity = 3
HOMO level (spin up / spin down) = -10.8 / -15.1 eV
Expectation value of S² = 2.007
Total charge = +1
Gap between HOMO and LUMO (spin up / spin down) = 8.160 / 6.053 eV
LUMO (spin up / spin down) = -2.592 / -9.066 eV

---

# C39H72B3BrN10O3

A cluster of 9 separate species, C39H72B3BrN10O3 in total at a distorted geometry (ωB97M-V/def2-TZVPD, the OMol25 dataset).

The geometry in XYZ format:
```
128
Properties=species:S:1:pos:R:3:mulliken_charge:R:1
C 4.4969 -1.7887 2.1370 -0.42
C 3.9282 -0.2555 1.9696 -0.41
C 3.7337 0.1943 0.3705 -0.02
C 2.1414 0.5401 0.1959 -0.53
N 1.8015 1.4314 -0.9797 -0.33
B 0.4312 2.0398 -0.5931 0.51
O 0.2965 3.4792 -0.2938 -0.47
B -0.4823 3.7156 0.9382 0.47
Br -0.3167 5.5894 1.7373 -0.29
O -1.3779 2.7566 1.6141 -0.46
B -1.2943 1.3999 0.9658 0.39
N -1.6806 0.2247 1.8454 -0.50
C -2.3323 -0.7615 1.1470 0.50
C -1.6398 -2.0701 0.4367 -1.05
C -3.9970 -0.6252 1.0648 -0.63
O -0.8115 1.2128 -0.4484 -0.06
H 4.9624 -2.2399 1.1415 -0.04
H 3.6575 -2.5055 2.5510 0.06
H 5.3684 -1.7371 2.9340 0.25
H 4.5766 0.5590 2.5540 0.30
H 2.8615 -0.2356 2.4980 0.23
H 4.4281 1.1557 0.2484 0.10
H 4.0792 -0.6938 -0.3381 0.17
H 1.8219 1.1483 1.1719 0.19
H 1.4290 -0.3869 0.1512 0.11
H 1.7302 0.8907 -1.8702 0.26
H -0.5005 -2.1886 0.7604 0.25
H -1.7040 -2.0763 -0.7417 0.16
H -2.1883 -3.0519 0.8164 0.40
H -4.3766 -0.6970 2.1892 0.22
H -4.2032 0.4678 0.6374 0.21
H -4.4864 -1.4686 0.4090 0.36
C 6.9992 1.5658 -2.6172 -1.15
C 7.8991 0.4696 -3.1786 -0.19
C 7.2979 -0.9291 -3.0281 -0.37
C 7.0815 -1.2392 -1.5558 0.25
N 6.9019 -1.4963 -0.3344 -0.56
H 6.8420 1.4477 -1.5404 0.37
H 7.4554 2.5486 -2.7723 0.42
H 6.0209 1.5617 -3.1112 0.27
H 8.8705 0.5137 -2.6710 0.26
H 8.0813 0.6686 -4.2405 0.14
H 7.9734 -1.6766 -3.4573 0.34
H 6.3398 -0.9950 -3.5549 0.30
C -3.5008 1.8658 -4.1990 -1.10
C -2.6009 0.7696 -4.7604 -0.33
C -3.2021 -0.6291 -4.6099 -0.35
C -3.4185 -0.9392 -3.1376 0.30
N -3.5981 -1.1963 -1.9163 -0.56
H -3.6580 1.7477 -3.1222 0.26
H -3.0446 2.8486 -4.3542 0.33
H -4.4791 1.8617 -4.6930 0.35
H -1.6295 0.8137 -4.2529 0.20
H -2.4187 0.9686 -5.8223 0.32
H -2.5266 -1.3766 -5.0391 0.29
H -4.1602 -0.6950 -5.1367 0.30
C 9.7048 2.0823 -7.8168 -1.08
C 8.3573 2.7940 -7.8836 -0.44
C 8.2861 4.0202 -6.9717 -0.36
C 8.4974 3.5984 -5.5267 0.28
N 8.6727 3.2484 -4.3280 -0.55
H 9.9067 1.6923 -6.8142 0.31
H 9.7196 1.2310 -8.5048 0.32
H 10.5205 2.7596 -8.0943 0.31
H 7.5670 2.0829 -7.6135 0.29
H 8.1708 3.1053 -8.9174 0.32
H 7.3073 4.5022 -7.0660 0.27
H 9.0529 4.7516 -7.2495 0.29
C 4.8998 -6.2827 -0.3514 -0.81
C 6.4053 -6.5116 -0.4393 -0.50
C 7.1348 -5.3933 -1.1861 -0.08
C 6.6128 -5.3019 -2.6108 0.26
N 6.1798 -5.2260 -3.7926 -0.55
H 4.4352 -6.2642 -1.3423 0.38
H 4.4249 -7.0905 0.2144 0.17
H 4.6757 -5.3355 0.1526 0.14
H 6.5895 -7.4723 -0.9357 0.30
H 6.8126 -6.5899 0.5748 0.29
H 8.2105 -5.5968 -1.2097 0.33
H 6.9821 -4.4318 -0.6839 0.08
C 2.4280 -5.6552 4.0988 -1.12
C 1.4652 -6.5765 3.3566 -0.41
C 1.9318 -8.0333 3.3367 -0.41
C 3.2760 -8.1323 2.6340 0.38
N 4.3912 -8.2144 2.0510 -0.58
H 3.4100 -5.6236 3.6164 0.34
H 2.0403 -4.6316 4.1124 0.29
H 2.5634 -5.9826 5.1360 0.33
H 1.3447 -6.2103 2.3297 0.27
H 0.4812 -6.5222 3.8355 0.31
H 1.2023 -8.6542 2.8061 0.29
H 2.0290 -8.4204 4.3568 0.29
C -6.4233 2.7090 4.8566 -1.32
C -5.9744 1.5844 3.9290 -0.53
C -7.0855 1.1067 2.9920 0.20
C -8.2518 0.5738 3.8084 0.21
N -9.2193 0.1318 4.4856 -0.57
H -7.2273 2.3851 5.5250 0.39
H -5.5905 3.0373 5.4866 0.38
H -6.7784 3.5727 4.2829 0.27
H -5.6143 0.7456 4.5372 0.34
H -5.1269 1.9350 3.3298 0.32
H -6.7104 0.3113 2.3394 0.05
H -7.4349 1.9291 2.3585 0.28
C -8.4156 6.8594 6.4524 -1.13
C -7.1018 6.6152 7.1880 -0.41
C -5.8850 7.1389 6.4228 -0.34
C -5.7820 6.4358 5.0790 0.27
N -5.6966 5.8526 3.9643 -0.51
H -8.4456 6.3330 5.4932 0.33
H -9.2584 6.4954 7.0485 0.32
H -8.5671 7.9285 6.2643 0.32
H -6.9921 5.5391 7.3700 0.26
H -7.1467 7.1045 8.1673 0.31
H -4.9714 6.9524 6.9970 0.28
H -5.9688 8.2188 6.2591 0.31
C -9.5296 0.5721 0.3299 -1.02
C -9.8901 -0.0090 -1.0336 -0.58
C -8.6774 -0.1665 -1.9528 -0.23
C -8.0409 1.1915 -2.2002 0.21
N -7.5128 2.3181 -2.4053 -0.51
H -9.1169 1.5822 0.2425 0.36
H -10.4207 0.6396 0.9620 0.36
H -8.7941 -0.0579 0.8430 0.18
H -10.6360 0.6393 -1.5094 0.33
H -10.3597 -0.9884 -0.8894 0.33
H -8.9857 -0.5988 -2.9106 0.30
H -7.9364 -0.8351 -1.5014 0.25
```

HOMO level = -8.7 eV
Total charge = 0
SMILES string = CCCCNB1OB(Br)OB(N=C(C)C)O1.CCCC#N.CCCC#N.CCCC#N.CCCC#N.CCCC#N.CCCC#N.CCCC#N.CCCC#N
Gap between HOMO and LUMO = 8.747 eV
LUMO = 0.094 eV

---

# C31H26BrN3PdS

A structure of composition C31H26BrN3PdS (ωB97M-V/def2-TZVPD, the OMol25 dataset).

The geometry in XYZ format:
```
63
Properties=species:S:1:pos:R:3:nbo_charge:R:1
Pd -0.4357 0.2277 -1.1914 0.11
Br -3.9235 6.6325 0.4355 -0.03
C -3.3211 4.8240 0.6279 -0.10
C -3.6176 4.1384 1.7887 -0.26
C -3.1784 2.8276 1.9242 -0.28
C -2.4492 2.2036 0.9094 0.25
C -2.1675 2.9240 -0.2563 -0.23
C -2.5974 4.2312 -0.3967 -0.23
N -2.0505 0.8703 1.0054 -0.47
C -1.2588 0.5725 1.9520 0.30
C -0.6667 -1.7657 1.3385 0.39
C -0.0810 -2.9691 1.7459 -0.31
C 0.0599 -3.9802 0.8149 -0.20
C -0.4030 -3.7817 -0.4793 -0.29
C -0.9931 -2.5675 -0.7799 0.06
N -1.1093 -1.5593 0.1030 -0.46
H -4.1854 4.6161 2.5764 0.21
H -3.4163 2.2652 2.8199 0.21
H -1.5845 2.4133 -1.0257 0.28
H -2.3664 4.7879 -1.2951 0.22
H -0.8597 1.3266 2.6367 0.17
H 0.2749 -3.0999 2.7581 0.21
H 0.5255 -4.9159 1.1029 0.19
H -0.3179 -4.5404 -1.2454 0.21
H -1.3994 -2.3753 -1.7654 0.24
S 1.6514 0.9774 0.5039 -0.52
C 3.0219 1.1686 -0.5551 -0.12
C 4.2640 1.6367 -0.0870 -0.27
C 5.3565 1.7747 -0.9321 -0.23
C 5.2569 1.4517 -2.2809 -0.32
C 4.0347 0.9866 -2.7617 -0.16
C 2.9425 0.8474 -1.9217 -0.27
H 4.3540 1.8933 0.9625 0.20
H 6.2977 2.1401 -0.5306 0.18
H 6.1102 1.5579 -2.9420 0.18
H 3.9320 0.7258 -3.8107 0.18
H 1.9854 0.4890 -2.2871 0.24
N -0.7914 -0.7020 2.2544 -0.47
C -0.1230 -0.8107 3.5161 0.15
C -0.8580 -1.2059 4.6277 -0.18
C -0.2448 -1.3118 5.8685 -0.25
C 1.1074 -1.0197 5.9949 -0.23
C 1.8333 -0.6219 4.8799 -0.20
C 1.2274 -0.5164 3.6348 -0.22
H -1.9100 -1.4313 4.5013 0.21
H -0.8200 -1.6200 6.7337 0.20
H 1.5919 -1.0962 6.9613 0.20
H 2.8860 -0.3843 4.9778 0.21
H 1.7713 -0.1906 2.7494 0.29
C -0.7207 0.9551 -3.2622 -0.79
C -0.8635 -0.4017 -3.6641 -0.04
C 0.2621 -1.2166 -4.0327 -0.25
C 0.1253 -2.5298 -4.4200 -0.23
C -1.1311 -3.1465 -4.5156 -0.41
C -2.2520 -2.3601 -4.2255 -0.22
C -2.1360 -1.0433 -3.8306 -0.30
H -1.6105 1.5775 -3.3477 0.18
H 0.2023 1.4580 -3.5420 0.19
H 1.2533 -0.7837 -3.9529 0.18
H 1.0202 -3.1016 -4.6526 0.18
H -1.2303 -4.1822 -4.8197 0.18
H -3.2458 -2.7943 -4.3071 0.18
H -3.0290 -0.4754 -3.5888 0.19
```

HOMO level = 1.0 eV
Total charge = -2
Gap between HOMO and LUMO = 2.979 eV
LUMO = 3.931 eV

---

# C22H29N5O4

The molecule C22H29N5O4 at a distorted geometry (ωB97M-V/def2-TZVPD, the OMol25 dataset).

The geometry in XYZ format:
```
60
Properties=species:S:1:pos:R:3:nbo_charge:R:1
C 3.7846 4.3325 -1.8815 -0.59
H 3.1108 4.7462 -1.1347 0.21
H 3.5207 4.7526 -2.8493 0.21
H 4.8009 4.6322 -1.6368 0.21
C 3.6700 2.8072 -1.9161 -0.42
C 2.2653 2.3961 -2.2550 0.03
C 1.3245 2.2494 -1.2421 -0.34
C 0.0116 1.9146 -1.5426 0.39
C -0.3644 1.7390 -2.8734 -0.29
C 0.5698 1.8828 -3.8777 -0.19
C 1.8810 2.2090 -3.5740 -0.25
H 2.6076 2.3221 -4.3649 0.21
H 0.2724 1.7450 -4.9067 0.21
H -1.3926 1.5007 -3.0926 0.22
O -0.9749 1.7258 -0.6126 -0.54
C -0.7273 2.1372 0.7135 -0.10
H -0.4406 3.1969 0.7375 0.20
H 0.0802 1.5488 1.1661 0.18
C -2.0263 1.9943 1.5235 0.09
O -1.9859 2.7992 2.6611 -0.73
H -1.2832 2.4604 3.2549 0.50
H -2.8400 2.3969 0.9089 0.19
C -2.3782 0.5224 1.8969 -0.25
N -1.3208 -0.4463 1.7600 -0.33
C -1.3348 -1.5894 1.0176 0.60
N -0.3408 -2.4164 1.3322 -0.55
C 0.3490 -1.7923 2.3011 0.39
C -0.2191 -0.5590 2.6034 -0.13
C 0.3403 0.2858 3.5992 0.66
O -0.0207 1.3956 3.9694 -0.67
N 1.4586 -0.3100 4.1776 -0.63
C 2.0615 -1.5248 3.9090 0.79
O 3.0477 -1.8882 4.5075 -0.62
N 1.4615 -2.2715 2.9204 -0.41
C 2.0039 -3.5580 2.5450 -0.41
H 2.8440 -3.7685 3.2036 0.25
H 1.2350 -4.3226 2.6494 0.21
H 2.3357 -3.5313 1.5071 0.21
H 1.9092 0.2294 4.9086 0.43
N -2.3329 -1.9150 0.1522 -0.45
C -2.6108 -1.0692 -1.0009 -0.22
H -2.4396 -0.0244 -0.7461 0.24
C -1.7218 -1.4431 -2.1913 -0.42
C -1.8620 -2.9219 -2.5369 -0.40
C -1.5501 -3.7633 -1.3040 -0.42
C -2.4592 -3.3319 -0.1565 -0.21
H -2.2270 -3.8950 0.7472 0.22
H -3.5065 -3.5023 -0.4266 0.19
H -1.7009 -4.8232 -1.5112 0.21
H -0.5140 -3.6125 -0.9991 0.22
H -1.1869 -3.1796 -3.3545 0.21
H -2.8842 -3.1240 -2.8676 0.19
H -1.9978 -0.8277 -3.0478 0.21
H -0.6826 -1.2226 -1.9383 0.21
H -3.6646 -1.2105 -1.2629 0.19
H -2.6844 0.5425 2.9497 0.23
H -3.2215 0.1657 1.3059 0.23
H 1.6373 2.3996 -0.2201 0.22
H 3.9521 2.4036 -0.9416 0.21
H 4.3611 2.4114 -2.6627 0.21
```

HOMO level = -8.1 eV
Total charge = 0
SMILES string = CCc1cccc(OC[C@H](O)Cn2c(N3CCCCC3)nc3c2c(=O)[nH]c(=O)n3C)c1
Gap between HOMO and LUMO = 8.650 eV
LUMO = 0.575 eV

---

# C5H8N4

The molecule C5H8N4 at a distorted geometry (ωB97M-V/def2-TZVPD, the OMol25 dataset).

The geometry in XYZ format:
```
17
Properties=species:S:1:pos:R:3:nbo_charge:R:1
C -2.3648 0.1233 0.1334 -0.47
C -1.1678 -0.3570 1.0693 -0.21
C -1.2749 0.1327 -0.9640 -0.23
C 1.4352 0.9096 -0.0655 0.13
C 3.0501 -0.4932 -0.0218 0.13
H -3.2994 0.8793 0.0551 0.26
H -2.6855 -0.9709 -0.1238 0.22
H -1.2916 -1.1007 1.8244 0.21
H -0.6542 0.4593 1.6335 0.19
H -0.7720 1.1229 -1.3258 0.19
H -1.5901 -0.3117 -1.9837 0.20
H 0.9863 1.8915 0.0769 0.23
H 4.2485 -0.7927 0.1620 0.22
N -0.3863 -0.7541 -0.2536 -0.24
N 0.9789 -0.3359 -0.1972 -0.06
N 2.7955 0.8800 0.2279 -0.48
N 1.9920 -1.2827 -0.2471 -0.27
```

HOMO level = -9.8 eV
Total charge = 0
SMILES string = c1ncn(N2CCC2)n1
Gap between HOMO and LUMO = 10.595 eV
LUMO = 0.833 eV

---

# C19H26ILaN4O

A structure of composition C19H26ILaN4O at a distorted geometry (ωB97M-V/def2-TZVPD, the OMol25 dataset).

The geometry in XYZ format:
```
52
Properties=species:S:1:pos:R:3:mulliken_charge:R:1
C 1.2750 -0.7259 -4.3621 -1.03
I -0.4278 2.0010 -3.1574 0.07
H 0.2520 -1.1038 -4.7769 0.35
H 2.2117 -1.2748 -4.8428 0.18
H 1.0686 0.4626 -4.7700 0.05
C -1.2231 4.1059 0.7814 -0.53
C -2.3422 3.6461 0.1919 -0.43
N -2.0228 2.3841 -0.2634 -0.22
C -0.7460 2.0167 0.0812 -0.62
N -0.2593 3.1286 0.6878 0.80
H -1.0818 5.0473 1.2688 0.40
H -3.3430 4.0407 0.0324 0.62
C 2.1808 -3.5289 -0.4785 -0.56
C 1.4109 -1.7993 -1.7473 -0.58
N 2.3302 -2.1804 -0.7552 0.32
H 1.0785 -5.0558 -1.5880 0.40
N 0.8232 -2.9620 -2.1332 0.59
H 2.7503 -4.0014 0.3357 0.36
La -0.9738 0.1603 -1.1277 -0.25
C 1.5410 -0.6260 -2.8790 0.39
O 2.4215 0.1834 -2.5416 -0.55
C 1.3068 -4.0213 -1.3779 -0.66
C -0.1467 -3.1071 -3.1811 -0.70
H -1.1675 -2.9633 -2.8034 0.34
H -0.0230 -4.0854 -3.6455 0.39
H 0.0456 -2.3282 -3.8986 -0.18
C 3.0889 -1.4457 0.2266 -1.22
H 4.0483 -1.9489 0.3741 0.43
H 2.6403 -1.5438 1.2247 0.45
H 3.2934 -0.3980 0.0383 0.33
C 1.0793 3.1610 1.1764 -0.65
H 1.4797 4.1678 1.2895 0.39
H 1.7245 2.6114 0.4859 0.24
H 1.1520 2.6557 2.1433 0.14
C -3.0240 1.5813 -0.9153 -0.33
H -2.8359 1.3621 -1.9689 0.26
H -3.9392 2.1503 -0.9489 -0.24
H -3.2886 0.6607 -0.3815 0.11
C -1.2358 -1.4536 1.2978 -2.19
C -1.0408 -0.5924 2.4329 0.88
C -2.1105 -0.0946 3.2299 -0.51
C -1.8845 0.6882 4.3560 -0.58
C -0.5870 1.1039 4.6769 -0.36
C 0.4880 0.7086 3.8636 -0.58
C 0.2655 -0.0929 2.7417 0.08
H -0.4005 -2.0503 0.9144 0.51
H -2.2406 -1.7890 1.0462 0.44
H -3.1285 -0.3128 2.9423 0.38
H -2.7023 1.0114 4.9929 0.35
H -0.3846 1.7019 5.5689 0.33
H 1.5079 1.0644 4.0848 0.40
H 1.0959 -0.3198 2.0581 -0.02
```

HOMO level (spin up / spin down) = 2.2 / 2.2 eV
Total charge = -2
Gap between HOMO and LUMO (spin up / spin down) = 2.267 / 2.306 eV
LUMO (spin up / spin down) = 4.515 / 4.505 eV

---

# C2H6I2N2OP

A structure of composition C2H6I2N2OP at a distorted geometry (ωB97M-V/def2-TZVPD, the OMol25 dataset).

The geometry in XYZ format:
```
14
Properties=species:S:1:pos:R:3:nbo_charge:R:1
C 2.0949 0.0128 3.3533 0.51
C 1.9289 -1.2687 -1.0338 -0.16
N 1.3980 -0.3242 -0.3825 -0.52
N -1.3780 2.4123 1.9594 -1.05
O 2.3929 -0.9821 3.7982 -0.30
P 1.3811 -1.7434 -2.7112 0.32
I 0.5801 1.1259 2.7104 0.57
I -0.6421 0.0759 -1.0246 0.17
H 2.8239 -1.6972 -0.7212 0.22
H -2.2831 2.4310 2.3985 0.42
H -1.3790 1.9346 1.0620 0.41
H -0.9105 3.3352 1.9645 0.41
H 2.5150 -2.4927 -2.8570 -0.02
H 0.8031 -2.8427 -2.0324 0.01
```

HOMO level = -12.5 eV
Total charge = +1
Gap between HOMO and LUMO = 6.999 eV
LUMO = -5.479 eV